1.
{
  "formula": "C22H33F3N4O",
  "method": "the ωB97M-V functional and the def2-TZVPD basis",
  "species": ["C", "C", "N", "C", "C", "C", "C", "O", "N", "C", "C", "C", "C", "N", "C", "C", "N", "C", "C", "C", "C", "C", "C", "F", "F", "F", "C", "C", "C", "C", "H", "H", "H", "H", "H", "H", "H", "H", "H", "H", "H", "H", "H", "H", "H", "H", "H", "H", "H", "H", "H", "H", "H", "H", "H", "H", "H", "H", "H", "H", "H", "H", "H"],
  "coordinates": [[0.83, 2.92, -5.42], [1.50, 1.62, -5.84], [2.10, 0.92, -4.72], [3.20, 0.05, -5.09], [2.85, -1.14, -5.99], [1.11, 0.25, -3.88], [0.35, 1.20, -2.96], [-0.87, 1.18, -2.92], [1.08, 2.02, -2.17], [2.52, 2.03, -2.10], [2.99, 2.56, -0.74], [2.01, 2.10, 0.34], [0.67, 2.84, 0.14], [-0.48, 2.24, 0.81], [-0.86, 0.91, 0.38], [-2.24, 0.61, 0.96], [-2.22, 0.67, 2.41], [-1.91, -0.44, 3.17], [-2.01, -0.40, 4.57], [-1.76, -1.50, 5.35], [-1.39, -2.71, 4.78], [-1.30, -2.77, 3.39], [-0.91, -4.04, 2.70], [0.19, -3.88, 1.93], [-1.87, -4.49, 1.86], [-0.64, -5.05, 3.53], [-1.55, -1.67, 2.60], [-1.81, 1.99, 2.83], [-0.42, 2.31, 2.25], [0.41, 3.02, -1.37], [-0.05, 2.73, -4.82], [1.52, 3.54, -4.86], [0.52, 3.47, -6.31], [0.77, 0.99, -6.37], [2.31, 1.86, -6.54], [3.66, -0.32, -4.17], [3.94, 0.68, -5.60], [3.75, -1.72, -6.20], [2.43, -0.80, -6.93], [2.13, -1.79, -5.50], [1.61, -0.49, -3.26], [0.34, -0.27, -4.48], [2.94, 2.63, -2.92], [2.89, 1.01, -2.23], [3.99, 2.19, -0.54], [3.03, 3.65, -0.75], [2.41, 2.31, 1.33], [1.86, 1.02, 0.24], [0.77, 3.84, 0.58], [-0.92, 0.88, -0.71], [-0.15, 0.14, 0.72], [-2.61, -0.36, 0.63], [-2.94, 1.37, 0.62], [-2.32, 0.52, 5.06], [-1.85, -1.43, 6.42], [-1.19, -3.58, 5.38], [-1.45, -1.78, 1.53], [-1.78, 2.07, 3.91], [-2.53, 2.71, 2.44], [-0.13, 3.32, 2.55], [0.31, 1.59, 2.68], [0.77, 4.00, -1.68], [-0.66, 2.96, -1.57]],
  "de_lowest_ev": 0.000,
  "smiles": "CCN(CC)CC(=O)N1CCC[C@H](N2CCN(c3cccc(C(F)(F)F)c3)CC2)C1"
}


2.
{
  "formula": "C3H11NO",
  "method": "the ωB97M-V functional and the def2-TZVPD basis",
  "species": ["C", "C", "O", "C", "H", "H", "H", "H", "H", "H", "H", "H", "N", "H", "H", "H"],
  "coordinates": [[-0.58, -1.72, 1.02], [-1.09, -1.10, -0.29], [-0.62, 0.24, -0.47], [-0.78, 1.12, 0.59], [-0.92, -2.75, 1.07], [0.51, -1.75, 0.99], [-0.98, -1.22, 1.90], [-2.17, -1.07, -0.31], [-0.57, -1.63, -1.08], [-0.49, 2.12, 0.26], [-0.18, 0.81, 1.45], [-1.81, 1.12, 0.96], [2.71, 1.33, -1.03], [1.81, 1.75, -0.86], [3.39, 1.42, -0.29], [2.59, 0.35, -1.22]],
  "de_lowest_ev": 1.040,
  "smiles": "CCOC.N"
}


3.
{
  "formula": "C6H14O",
  "method": "the ωB97M-V functional and the def2-TZVPD basis",
  "species": ["C", "C", "C", "C", "C", "C", "O", "H", "H", "H", "H", "H", "H", "H", "H", "H", "H", "H", "H", "H", "H"],
  "coordinates": [[-1.46, -0.83, -1.04], [-1.12, -0.30, 0.35], [-2.29, 0.49, 0.93], [0.14, 0.56, 0.35], [1.37, -0.17, -0.15], [2.62, 0.69, -0.14], [1.48, -1.42, 0.46], [-2.35, -1.47, -1.00], [-0.63, -1.42, -1.47], [-1.67, 0.00, -1.73], [-0.92, -1.16, 1.01], [-3.19, -0.12, 0.96], [-2.50, 1.37, 0.31], [-2.07, 0.83, 1.95], [0.30, 0.98, 1.36], [0.03, 1.42, -0.33], [1.24, -0.30, -1.41], [3.57, 0.16, 0.03], [2.60, 1.64, 0.41], [2.43, 0.77, -1.22], [2.39, -1.71, 0.36]],
  "de_lowest_ev": 1.420,
  "smiles": "CC(C)C[C@@H](C)O"
}


Total energy? In order: -39510.8143; -6826.2052; -8495.4725 eV.
Highest occupied orbital energy? In order: -7.7201; -9.6115; -9.8466 eV.
Gap between HOMO and LUMO? In order: 0.308; 0.388; 0.396 Ha.